No. 1
The following is a DFT calculation (ωB97M-V with the def2-TZVPD basis set) of a structure of composition C13H17MgNS in a non-equilibrium geometry.

Geometry (Å):
C 3.09012 -0.52962 -1.54698
C 0.65502 1.48662 -2.49629
C 1.91166 -0.49554 -2.56085
H 2.82672 -1.21397 -0.72322
C 0.12144 0.92280 -3.70241
H -0.03781 2.21155 -2.00883
H 2.37561 -0.03679 -3.45479
H -0.49711 1.56096 -4.34697
C 0.89607 -1.43063 -3.00369
H 0.15897 -1.74251 -2.22103
H 1.32384 -2.33966 -3.45328
C 2.87636 0.95724 -1.07123
H 3.84827 1.42542 -0.86827
H 2.31749 0.93837 -0.12654
C 2.09245 1.84364 -2.10189
H 2.70957 1.94093 -3.00664
H 2.03750 2.84876 -1.66469
C 0.19537 -0.54938 -4.15777
H 0.83613 -0.62054 -5.05447
H -0.78455 -0.97332 -4.44664
Mg -0.74947 0.24823 -2.17898
H 4.13612 -0.72589 -1.75120
S -2.21779 -1.52635 -1.22819
C -1.55784 -0.71212 0.12005
C -1.94030 -1.04846 1.43535
C -1.42349 -0.34179 2.50981
C -0.49521 0.67784 2.27366
C -0.12317 0.96764 0.95635
N -0.65742 0.31282 -0.09022
H -2.65508 -1.86061 1.54081
H -1.74284 -0.58446 3.52178
H -0.05165 1.25680 3.08062
H 0.60560 1.74914 0.72585

Results
multiplicity = 1
total charge = 0
DFT total energy = -1158.4113 a.u.

These are the Löwdin partial charges, in e, on atoms 1 to 5: C -0.131; C -0.283; C -0.165; H 0.101; C -0.275



No. 2
The following is a DFT calculation (ωB97M-V with the def2-TZVPD basis set) of a structure of composition C55H57AsN12O8PRbS2 in a non-equilibrium geometry.

Geometry (Å):
Rb -1.10700 -0.93812 -1.62559
N 1.38813 -0.75777 0.01750
N 2.64458 -1.26018 0.47845
C 3.17415 -2.44658 -0.13754
O 4.08929 -3.00191 0.53260
O 2.70574 -2.73945 -1.25791
H 0.61047 -1.17818 0.53530
H 1.32859 -1.15878 -0.92081
H 2.71818 -1.26907 1.48011
C -3.71211 4.51700 0.45103
C -3.03361 3.81370 -0.54170
C -2.56675 2.53265 -0.30994
C -2.76286 1.90438 0.93511
C -3.45925 2.62345 1.93086
C -3.92138 3.90787 1.68636
N -2.23907 0.63577 1.10717
N -2.33022 0.24411 2.35995
C -2.12656 -1.03269 2.72516
C -1.89838 -1.25551 4.11857
C -1.84375 -2.52823 4.61228
C -2.01662 -3.61560 3.73941
C -2.23007 -3.32771 2.40709
N -2.27693 -2.09359 1.88558
H -4.06755 5.52559 0.26676
H -2.86578 4.27734 -1.50792
H -2.03551 1.99629 -1.08413
H -3.60375 2.15022 2.89225
H -4.44690 4.44556 2.46945
H -1.79912 -0.38807 4.75691
H -1.68690 -2.69899 5.67236
H -1.98193 -4.63928 4.09077
H -2.39053 -4.13159 1.70044
O -2.14667 1.25416 -5.47100
C -2.23071 0.03445 -5.29916
O -1.47980 -0.67360 -4.52866
C -3.27889 -0.76886 -6.02528
C -4.19164 -0.16795 -6.87937
C -5.14036 -0.92661 -7.54677
C -5.17656 -2.30460 -7.34529
C -4.27515 -2.91882 -6.49248
C -3.30810 -2.15801 -5.81917
S -2.14016 -2.89144 -4.76622
H -4.13784 0.90767 -7.00304
H -5.84818 -0.45520 -8.21911
H -5.91920 -2.90620 -7.85784
H -4.30624 -3.99046 -6.33360
C 0.20623 -7.49916 3.20035
C 1.23047 -8.60950 2.98322
S 2.03520 -8.50217 1.37655
O 0.97997 -8.43926 0.40013
O 2.98239 -9.59261 1.31509
C 2.97752 -6.95231 1.44112
C 2.94588 -6.05267 0.19825
N 1.62071 -5.57577 -0.20579
C 0.93119 -4.60869 0.44238
N -0.15275 -4.23802 -0.22320
C -0.17735 -4.99113 -1.34821
C 0.90592 -5.82389 -1.36889
N 1.19334 -6.79559 -2.36451
O 2.29743 -7.31790 -2.41670
O 0.29880 -7.04668 -3.15017
C 1.32703 -4.07226 1.77457
H -0.52367 -7.78427 3.95860
H -0.32652 -7.29421 2.26916
H 0.67905 -6.57423 3.53236
H 0.76082 -9.59232 2.92053
H 2.02074 -8.63571 3.73475
H 3.99411 -7.30049 1.61673
H 2.61273 -6.42381 2.32518
H 3.38460 -6.56569 -0.64085
H 3.53534 -5.15463 0.39941
H -0.94013 -4.88906 -2.10588
H 1.17653 -4.81325 2.56218
H 0.69954 -3.21516 2.00726
H 2.38056 -3.77992 1.76722
N -7.75319 -1.59398 0.59972
C -6.42133 -1.47943 0.27581
N -5.55132 -2.13929 1.03913
N -6.12706 -0.78786 -0.77995
C -4.88850 -0.65172 -1.23751
N -3.91840 -0.36531 -1.81013
H -7.97488 -1.73433 1.56932
H -8.34090 -0.94158 0.11094
H -5.85749 -2.59859 1.87788
H -4.54104 -2.00193 0.95385
C 1.06217 3.62119 -1.16637
C 2.34982 4.39231 -0.90625
As 2.19272 6.34310 -1.19162
C 0.70549 6.64891 0.04397
C 0.79423 6.40306 1.41256
C -0.32108 6.55289 2.22645
C -1.54228 6.92536 1.67940
C -1.64188 7.17142 0.31743
C -0.52010 7.04023 -0.49222
C 3.64849 6.88201 0.01121
C 3.56672 8.09868 0.69089
C 4.58510 8.51407 1.53704
C 5.71466 7.72057 1.70795
C 5.81808 6.52033 1.01907
C 4.79346 6.10672 0.17501
P 1.01407 1.78588 -0.61974
C 1.41597 2.08325 1.14801
C 0.39843 2.71444 1.86907
C 0.52951 2.95947 3.22762
C 1.69127 2.58852 3.89323
C 2.70087 1.94412 3.19260
C 2.55997 1.67903 1.83451
C 2.49876 1.26997 -1.58234
C 2.15910 0.68355 -2.80379
C 3.12750 0.21812 -3.68191
C 4.46921 0.36575 -3.36129
C 4.82482 0.96777 -2.16203
C 3.85011 1.40856 -1.27443
H 0.83044 3.60892 -2.23532
H 0.22565 4.10944 -0.65837
H 3.13751 4.04586 -1.57044
H 2.68134 4.24507 0.12308
H 1.73391 6.07866 1.84560
H -0.23784 6.36373 3.29024
H -2.41929 7.00587 2.31178
H -2.59312 7.46080 -0.11473
H -0.59495 7.22348 -1.55837
H 2.68473 8.71680 0.56508
H 4.49920 9.45714 2.06604
H 6.50924 8.03802 2.37357
H 6.69924 5.90045 1.14129
H 4.88766 5.16418 -0.35389
H -0.51944 2.99865 1.36501
H -0.28617 3.42767 3.76543
H 1.80727 2.79493 4.95062
H 3.60173 1.63152 3.70864
H 3.33777 1.13318 1.31645
H 1.11109 0.60426 -3.07408
H 2.83152 -0.27238 -4.60105
H 5.23643 0.00223 -4.03505
H 5.87189 1.07887 -1.90310
H 4.16026 1.86051 -0.34136

Results
multiplicity = 1
total charge = -2
DFT total energy = -6786.6385 a.u.

These are the Löwdin partial charges, in e, on atoms 1 to 5: Rb 0.631; N -0.076; N -0.003; C -0.772; O -0.094



No. 3
The following is a DFT calculation (ωB97M-V with the def2-TZVPD basis set) of a cluster of 10 separate species, C9H40N19O9 in total in a non-equilibrium geometry.

Geometry (Å):
N 0.10194 0.13553 0.02644
H 0.03532 0.11934 -0.98123
H -0.37240 -0.64415 0.45913
H -0.14059 1.07036 0.32205
H 1.09392 0.11957 0.21569
C 2.83485 5.53961 -3.77807
O 2.48453 4.38789 -3.78668
N 3.92887 6.01042 -4.08918
N 2.07125 6.55513 -3.47997
H 4.32828 6.70492 -3.47417
H 4.55431 5.23758 -4.26708
H 2.41634 7.50300 -3.53035
H 1.29172 6.24265 -2.91892
C -4.44320 6.91574 -1.11220
O -3.89969 5.85596 -0.99575
N -4.09813 8.02211 -0.65298
N -5.59301 6.98443 -1.66258
H -4.41149 8.82423 -1.18072
H -3.36722 8.12680 0.03616
H -6.09951 6.16717 -1.97183
H -6.01019 7.87440 -1.89498
C -3.55873 1.79970 4.49338
O -2.58255 2.40882 4.14318
N -3.53733 0.74720 5.19372
N -4.75372 2.20577 4.19562
H -4.40711 0.40083 5.57269
H -2.62338 0.32570 5.27816
H -4.81415 3.03927 3.62842
H -5.56255 1.64200 4.41482
C 6.14662 1.99573 2.15432
O 5.47669 1.42425 1.32474
N 6.06017 3.21079 2.46801
N 6.81650 1.24688 2.98024
H 6.41882 3.47803 3.37358
H 5.64066 3.83283 1.79187
H 7.15049 1.50951 3.89652
H 6.81667 0.26071 2.76217
C 8.32281 -5.02901 -0.47100
O 8.90165 -4.21239 0.17449
N 8.93190 -5.99403 -1.10377
N 7.01853 -4.97873 -0.49510
H 8.44116 -6.67888 -1.66079
H 9.92849 -5.93200 -1.25561
H 6.59906 -4.35239 0.17709
H 6.52539 -5.47024 -1.22677
C -4.12290 -5.76351 1.42567
O -3.35789 -4.97268 1.92798
N -5.44449 -5.51266 1.26290
N -3.70530 -6.73698 0.68275
H -5.67416 -4.74024 1.87177
H -6.11110 -6.07428 0.75271
H -4.42405 -7.12586 0.08923
H -2.74581 -6.77483 0.36962
C -7.56975 0.62972 -2.31077
O -8.33416 0.46633 -1.38402
N -7.74540 1.37291 -3.35795
N -6.37548 0.11986 -2.21746
H -8.69043 1.66332 -3.56454
H -7.02053 1.38119 -4.06122
H -6.46826 -0.69937 -1.63405
H -5.81503 0.14796 -3.05722
C 2.64221 -2.67569 5.60989
O 2.87546 -2.78836 4.38273
N 1.55923 -3.08023 6.20110
N 3.41886 -2.12741 6.37793
H 0.86582 -3.40316 5.54156
H 1.33409 -2.78034 7.13890
H 3.33369 -2.27209 7.37388
H 4.26885 -1.77639 5.96033
C 0.01970 -3.65892 -5.85916
O -0.82714 -3.01886 -5.29188
N 1.15033 -3.09941 -6.25993
N -0.15558 -4.84184 -6.19622
H 1.88265 -3.65506 -6.67830
H 1.44875 -2.17772 -5.97437
H -0.86980 -5.26880 -5.62376
H 0.59559 -5.38965 -6.59084

Results
multiplicity = 1
total charge = +1
DFT total energy = -2084.3039 a.u.

These are the Löwdin partial charges, in e, on atoms 1 to 5: N 0.357; H 0.159; H 0.164; H 0.162; H 0.159



No. 4
The following is a DFT calculation (ωB97M-V with the def2-TZVPD basis set) of a structure of composition F42P7Zr in a non-equilibrium geometry.

Geometry (Å):
Zr -8.63244 -8.46191 11.32558
P -10.24263 -11.73856 12.50892
F -8.72479 -11.84982 13.05354
F -9.80810 -12.57172 11.18848
F -10.86312 -13.06213 13.26740
F -11.63006 -11.42466 11.71283
F -10.57499 -10.86970 13.88272
F -9.63824 -10.43250 11.75353
P -6.88577 -5.42279 12.29807
F -7.47098 -4.93509 13.76085
F -5.88783 -4.13228 12.05851
F -5.60122 -6.29247 12.86798
F -6.41680 -6.02345 10.86782
F -7.88588 -6.68398 12.35492
F -8.11178 -4.63567 11.62008
P -5.74985 -9.39052 10.51282
F -6.91067 -8.46283 9.87819
F -7.08838 -10.20739 10.97673
F -5.50834 -10.23336 9.18298
F -4.81701 -10.24269 11.48705
F -4.60471 -8.34878 10.15204
F -6.36922 -8.50008 11.69334
P -7.35358 -9.29273 14.72483
F -7.70172 -7.72880 14.80496
F -8.83890 -9.68787 15.41690
F -7.95868 -9.29109 13.22806
F -6.80740 -10.82662 14.62367
F -5.91682 -8.89840 14.09828
F -6.73498 -9.23877 16.25919
P -9.32945 -5.96488 8.51286
F -8.88254 -6.95868 9.76083
F -7.98648 -5.06225 8.61199
F -8.49809 -6.85397 7.46921
F -9.90888 -5.03993 7.35946
F -10.70610 -6.83621 8.47328
F -10.04526 -5.10547 9.67728
P -11.35705 -7.51276 12.20276
F -10.86325 -8.39074 10.93353
F -10.18071 -6.54643 11.78448
F -12.38782 -6.59677 11.32540
F -11.63513 -6.56089 13.53414
F -12.42606 -8.68567 12.64099
F -10.09604 -8.24397 12.96449
P -9.25404 -10.49803 8.16907
F -9.35328 -11.57591 6.91076
F -7.86881 -10.12580 7.53606
F -10.06500 -9.33643 7.21406
F -8.95104 -9.45914 9.37020
F -10.73004 -10.93495 8.78878
F -8.46516 -11.49118 9.20044

Results
multiplicity = 1
total charge = -3
DFT total energy = -6632.5643 a.u.

These are the Löwdin partial charges, in e, on atoms 1 to 5: Zr 2.354; P 0.252; F -0.150; F -0.152; F -0.175



No. 5
The following is a DFT calculation (ωB97M-V with the def2-TZVPD basis set) of the ion C4H7BrNO with charge +1 in a non-equilibrium geometry.

Geometry (Å):
O -1.50949 -0.29626 -1.30519
C -0.16825 -0.21557 -1.08018
N 0.08355 1.08821 -0.40642
C 0.22252 0.90021 1.07827
C 0.50376 -0.55225 1.30969
C 0.36520 -1.32059 0.24810
Br 0.52929 -3.11948 -0.13861
H -1.76469 -1.14925 -1.67908
H 0.46262 -0.37545 -1.95855
H -0.72973 1.68306 -0.61901
H 0.92523 1.53085 -0.78753
H -0.71222 1.17760 1.57363
H 1.02639 1.52974 1.46496
H 0.76582 -0.88082 2.29992

Results
multiplicity = 1
total charge = +1
DFT total energy = -2860.3238 a.u.
SMILES string = O[C@H]1[NH2+]CC=C1Br

These are the Löwdin partial charges, in e, on atoms 1 to 5: O 0.045; C -0.279; N 0.114; C -0.088; C -0.110



No. 6
The following is a DFT calculation (ωB97M-V with the def2-TZVPD basis set) of a structure of composition C41H34BrN5O5SnTe.

Geometry (Å):
Sn -1.66921 0.34569 0.77920
O -4.13465 3.83321 1.27149
C -3.46093 2.95951 0.78475
N -3.40048 1.65827 1.22093
C -4.46248 1.09594 1.88878
O -5.62379 1.39515 1.77060
C -4.03435 0.01701 2.84529
C -4.90766 -0.47728 3.79703
C -4.44386 -1.45670 4.66005
C -3.13730 -1.90641 4.53168
C -2.34219 -1.37213 3.53198
N -2.78668 -0.42562 2.70940
C -2.51137 3.29776 -0.33012
C -2.60655 4.53747 -0.93936
C -1.78145 4.80777 -2.01658
C -0.87591 3.83909 -2.42304
C -0.83328 2.63736 -1.73799
N -1.64833 2.36711 -0.71906
H -5.91228 -0.08256 3.84540
H -5.09353 -1.86758 5.42052
H -2.74128 -2.67396 5.18003
H -1.33210 -1.72327 3.36297
H -3.32294 5.25117 -0.55994
H -1.84256 5.75766 -2.52988
H -0.21082 3.99905 -3.25886
H -0.13062 1.86278 -2.00567
Br -4.42329 1.17668 -1.69844
C -4.44824 -0.52262 -0.89335
C -5.57004 -1.31033 -1.10051
C -5.58215 -2.59241 -0.57857
C -4.46012 -3.04838 0.09496
C -3.39904 -2.18184 0.25588
N -3.39506 -0.92160 -0.19212
C -2.14142 -2.63603 0.95375
O -2.02407 -3.78502 1.30651
O -1.24828 -1.70591 1.05667
H -6.40679 -0.90745 -1.65062
H -6.44749 -3.22679 -0.71320
H -4.37245 -4.05059 0.48638
C 6.94051 -2.83995 2.12173
C 5.69486 -2.06567 1.80007
C 4.52910 -2.70430 1.41114
C 3.35576 -2.01259 1.12036
C 2.13555 -2.82176 0.79887
C 3.39874 -0.61886 1.19243
Te 1.78439 0.67882 0.72060
N 0.34373 -0.03790 -0.46436
C 0.87913 -0.82926 -1.44786
O 2.09447 -0.99288 -1.51738
C -0.01249 -1.50266 -2.43803
C -1.33554 -1.14456 -2.67069
C -2.08948 -1.83057 -3.61124
C -1.53125 -2.89011 -4.31029
C -0.21143 -3.25363 -4.08225
C 0.54819 -2.55575 -3.16044
C 2.75751 1.89134 -0.70446
C 3.79923 1.35775 -1.45420
C 4.41665 2.13915 -2.41512
C 3.98961 3.44456 -2.61501
C 2.96242 3.96787 -1.84853
C 2.32231 3.20586 -0.87221
C 1.25131 3.85047 -0.03125
C 4.53482 0.06161 1.65635
C 4.59409 1.55194 1.88310
C 5.66903 -0.68333 1.94100
H 6.87402 -3.86569 1.76546
H 7.10264 -2.86674 3.20049
H 7.81611 -2.37240 1.67250
H 4.51372 -3.78520 1.33836
H 2.03350 -3.63501 1.51745
H 2.21852 -3.26440 -0.19353
H 1.21653 -2.24532 0.83866
H -1.78102 -0.31254 -2.13878
H -3.10954 -1.53032 -3.80832
H -2.12266 -3.42705 -5.03922
H 0.22534 -4.07925 -4.62649
H 1.58196 -2.81343 -2.98263
H 4.11326 0.33567 -1.29575
H 5.22049 1.72609 -3.00831
H 4.45838 4.05750 -3.37260
H 2.65075 4.99374 -1.99700
H 0.71170 4.60002 -0.60904
H 1.69367 4.35591 0.83004
H 0.51540 3.13514 0.34584
H 3.62553 1.98488 2.14807
H 4.96233 2.07942 1.00209
H 5.26884 1.76656 2.70930
H 6.55435 -0.16737 2.29413

Results
multiplicity = 2
total charge = +1
DFT total energy = -5288.9390 a.u.

These are the Löwdin partial charges, in e, on atoms 1 to 5: Sn 1.332; O 0.129; C -0.499; N -0.037; C -0.467